(1)
Computed, not measured: an isolated molecule of C18H25I3N2O2, with ωB97M-V/def2-TZVPD.

Output
energy above the lowest of the compared OMol25 structures with the same formula, charge and spin: 0.00 kJ/mol
M: 682.12 g mol⁻¹
total charge: 0
structure (SMILES): CCCCN[C@@]1([C@@H](I)[C@H](C)I)C[C@H](CC(=O)I)O[C@@H]1c1cccnc1

Positions of all 50 atoms, in Å:
1 C 3.84 -2.81 2.26
2 C 2.56 -3.23 1.53
3 C 1.31 -2.52 2.05
4 C 1.37 -0.98 1.90
5 N 0.09 -0.39 1.48
6 C 0.04 0.24 0.14
7 C 0.95 1.50 0.11
8 I 1.51 2.14 -1.88
9 C 0.41 2.67 0.98
10 C 0.53 4.09 0.45
11 I 1.39 2.67 2.93
12 C 0.36 -0.84 -0.88
13 C -0.87 -1.73 -0.78
14 C -1.10 -2.63 -1.98
15 C -2.43 -3.36 -1.89
16 O -3.36 -3.23 -2.60
17 I -2.50 -4.82 -0.28
18 O -1.94 -0.79 -0.70
19 C -1.49 0.45 -0.14
20 C -1.91 1.56 -1.08
21 C -2.41 2.76 -0.61
22 C -2.76 3.75 -1.52
23 C -2.62 3.49 -2.87
24 N -2.19 2.32 -3.34
25 C -1.86 1.39 -2.46
26 H 4.63 -3.55 2.12
27 H 4.22 -1.85 1.91
28 H 3.65 -2.70 3.34
29 H 2.68 -3.02 0.45
30 H 2.42 -4.31 1.62
31 H 1.18 -2.78 3.10
32 H 0.43 -2.88 1.51
33 H 1.65 -0.54 2.86
34 H 2.17 -0.73 1.20
35 H -0.21 0.30 2.17
36 H 1.93 1.21 0.50
37 H -0.63 2.46 1.24
38 H -0.05 4.20 -0.46
39 H 1.58 4.33 0.25
40 H 0.16 4.79 1.19
41 H 1.32 -1.35 -0.75
42 H 0.37 -0.41 -1.89
43 H -0.86 -2.33 0.13
44 H -0.30 -3.38 -2.00
45 H -1.11 -2.08 -2.92
46 H -2.00 0.60 0.82
47 H -2.55 2.92 0.45
48 H -3.15 4.71 -1.19
49 H -2.87 4.25 -3.61
50 H -1.54 0.43 -2.87

=====

(2)
Computed, not measured: a cluster of 8 separate species, C44H72ClN10OS in total, with ωB97M-V/def2-TZVPD.

Output
M: 824.65 g mol⁻¹
total charge: +1

Positions of all 129 atoms, in Å:
1 C -3.27 2.47 -6.24
2 C -2.40 3.39 -5.57
3 C -0.90 2.98 -5.08
4 C -0.67 3.25 -3.52
5 C 0.41 4.34 -3.13
6 O 1.21 5.05 -4.09
7 C 2.29 4.16 -4.43
8 N 3.24 3.55 -4.88
9 C 0.68 4.71 -1.61
10 Cl 1.92 5.96 -1.10
11 C -0.21 3.92 -0.57
12 C 0.02 4.32 0.99
13 C 1.43 3.77 1.56
14 C 1.35 2.15 1.75
15 S 1.90 1.76 3.49
16 C -1.23 2.87 -1.07
17 N -1.45 2.56 -2.49
18 C -2.51 1.55 -2.78
19 C -1.99 0.20 -3.47
20 C -1.55 -0.96 -2.44
21 C 0.03 -0.88 -2.14
22 N 0.90 -1.20 -3.31
23 H -2.94 1.86 -7.16
24 H -4.36 2.36 -5.86
25 H -2.72 4.48 -5.34
26 H -0.20 3.71 -5.66
27 H -0.60 1.93 -5.43
28 H -0.90 3.96 1.56
29 H 0.04 5.49 0.99
30 H 1.58 4.22 2.62
31 H 2.30 4.05 0.85
32 H 2.08 1.70 0.98
33 H 0.27 1.78 1.54
34 H 1.37 0.54 3.89
35 H -1.88 2.33 -0.28
36 H -3.33 1.99 -3.49
37 H -3.08 1.30 -1.80
38 H -1.14 0.33 -4.22
39 H -2.89 -0.23 -4.07
40 H -1.74 -1.97 -2.99
41 H -2.20 -1.00 -1.49
42 H 0.26 -1.68 -1.33
43 H 0.24 0.20 -1.75
44 H 1.62 -0.44 -3.35
45 H 0.40 -1.15 -4.22
46 C -2.25 -2.91 -7.94
47 C -2.24 -1.43 -8.29
48 C -0.84 -0.82 -8.30
49 C -0.22 -0.82 -6.97
50 N 0.26 -0.83 -5.93
51 H -1.88 -3.08 -6.93
52 H -3.27 -3.30 -8.00
53 H -1.63 -3.48 -8.64
54 H -2.89 -0.89 -7.59
55 H -2.68 -1.30 -9.29
56 H -0.91 0.22 -8.66
57 H -0.20 -1.35 -9.01
58 C 4.66 -1.79 -3.88
59 C 4.60 -0.32 -4.27
60 C 5.48 0.58 -3.40
61 C 5.02 0.62 -2.01
62 N 4.67 0.65 -0.91
63 H 4.28 -1.95 -2.86
64 H 4.05 -2.39 -4.56
65 H 5.69 -2.16 -3.92
66 H 3.56 0.02 -4.23
67 H 4.93 -0.22 -5.31
68 H 5.46 1.60 -3.81
69 H 6.52 0.24 -3.44
70 C 0.54 -4.66 5.11
71 C 1.76 -3.88 4.62
72 C 2.02 -2.61 5.42
73 C 0.94 -1.63 5.28
74 N 0.09 -0.86 5.16
75 H -0.38 -4.09 4.99
76 H 0.43 -5.58 4.53
77 H 0.65 -4.94 6.16
78 H 1.63 -3.64 3.56
79 H 2.64 -4.53 4.69
80 H 2.95 -2.16 5.08
81 H 2.15 -2.86 6.48
82 C -1.93 -6.67 7.79
83 C -1.65 -8.10 7.35
84 C -0.50 -8.75 8.12
85 C 0.79 -8.09 7.86
86 N 1.79 -7.57 7.66
87 H -1.08 -6.02 7.60
88 H -2.79 -6.27 7.25
89 H -2.16 -6.63 8.86
90 H -1.44 -8.11 6.28
91 H -2.55 -8.70 7.51
92 H -0.42 -9.80 7.82
93 H -0.71 -8.74 9.19
94 C -9.41 1.98 -4.25
95 C -8.08 1.98 -3.50
96 C -7.29 3.28 -3.69
97 C -6.86 3.47 -5.08
98 N -6.52 3.62 -6.17
99 H -9.26 2.04 -5.33
100 H -9.95 1.05 -4.05
101 H -10.04 2.82 -3.94
102 H -7.48 1.13 -3.82
103 H -8.29 1.85 -2.43
104 H -6.41 3.25 -3.04
105 H -7.89 4.14 -3.36
106 C 0.53 -0.54 10.31
107 C -0.48 -0.06 9.27
108 C -1.64 -1.04 9.07
109 C -1.20 -2.31 8.50
110 N -0.85 -3.31 8.05
111 H 1.02 -1.46 9.99
112 H 1.31 0.22 10.44
113 H 0.05 -0.71 11.27
114 H 0.03 0.12 8.32
115 H -0.89 0.90 9.60
116 H -2.37 -0.58 8.39
117 H -2.15 -1.21 10.02
118 C 5.93 2.42 1.30
119 C 5.98 3.89 0.92
120 C 7.40 4.47 0.94
121 C 7.98 4.47 2.29
122 N 8.44 4.47 3.34
123 H 6.27 2.25 2.32
124 H 4.90 2.05 1.22
125 H 6.55 1.82 0.62
126 H 5.33 4.46 1.60
127 H 5.57 4.01 -0.08
128 H 7.36 5.50 0.57
129 H 8.04 3.91 0.26

=====

(3)
Computed, not measured: an isolated molecule of C3H5NO2, with ωB97M-V/def2-TZVPD.

Output
energy above the lowest of the compared OMol25 structures with the same formula, charge and spin: 42.67 kJ/mol
M: 87.08 g mol⁻¹
total charge: 0
structure (SMILES): CN(C=O)C=O

Positions of all 11 atoms, in Å:
1 C -0.80 0.85 -0.60
2 N 0.06 -0.11 0.07
3 C -0.18 -0.53 1.37
4 O -0.95 -0.01 2.13
5 C 1.20 -0.55 -0.60
6 O 1.52 -0.17 -1.69
7 H -1.17 0.40 -1.52
8 H -0.25 1.76 -0.84
9 H -1.63 1.08 0.08
10 H 0.41 -1.43 1.64
11 H 1.80 -1.28 -0.02

=====

(4)
Computed, not measured: an isolated molecule of C5H8N2, with ωB97M-V/def2-TZVPD.

Output
energy above the lowest of the compared OMol25 structures with the same formula, charge and spin: 98.54 kJ/mol
M: 96.13 g mol⁻¹
total charge: 0
structure (SMILES): C/N=C(/C)CC#N

Positions of all 15 atoms, in Å:
1 C -0.68 -1.78 0.92
2 N -1.17 -0.61 0.23
3 C -0.41 0.21 -0.36
4 C -0.96 1.57 -0.65
5 C 1.08 0.00 -0.68
6 C 1.93 0.58 0.37
7 N 2.57 1.06 1.21
8 H -0.91 -1.60 1.97
9 H 0.40 -1.97 0.84
10 H -1.24 -2.66 0.61
11 H -0.46 2.28 0.03
12 H -0.80 1.92 -1.68
13 H -2.02 1.57 -0.41
14 H 1.33 0.49 -1.63
15 H 1.34 -1.06 -0.79

=====

(5)
Computed, not measured: a structure of composition C5H8O, with ωB97M-V/def2-TZVPD.

Output
energy above the lowest of the compared OMol25 structures with the same formula, charge and spin: 209.21 kJ/mol
M: 84.12 g mol⁻¹
total charge: 0

Positions of all 14 atoms, in Å:
1 C -0.52 -0.39 -1.20
2 C 0.70 -0.88 -0.31
3 C 1.08 0.45 0.38
4 C -0.33 0.90 0.86
5 C -1.09 -0.23 0.18
6 O -0.12 -1.55 0.62
7 H -0.27 0.50 -1.79
8 H -1.10 -1.11 -1.80
9 H 1.55 -1.42 -0.74
10 H 1.78 0.35 1.22
11 H 1.51 1.12 -0.36
12 H -0.49 0.82 1.93
13 H -0.58 1.92 0.54
14 H -2.11 -0.48 0.46

=====

(6)
Computed, not measured: a structure of composition CH11NO4, with ωB97M-V/def2-TZVPD.

Output
energy above the lowest of the compared OMol25 structures with the same formula, charge and spin: 858.33 kJ/mol
M: 101.10 g mol⁻¹
total charge: 0

Positions of all 17 atoms, in Å:
1 N 0.48 1.23 -1.81
2 C -0.34 0.24 -1.27
3 O -1.12 -1.23 1.97
4 H 1.27 1.40 -1.15
5 H -0.08 2.11 -2.01
6 H 0.23 -0.62 -0.91
7 H -1.13 -0.11 -2.01
8 H -0.96 0.63 -0.43
9 H -1.36 -1.54 0.95
10 H -1.99 -2.62 -0.45
11 O -1.59 -1.79 -0.24
12 H 2.02 0.29 1.02
13 H -1.88 -0.88 2.33
14 O 1.56 1.63 0.26
15 H 0.90 -0.68 1.82
16 H 2.11 2.48 0.41
17 O 1.87 -0.52 1.50

=====

(7)
Computed, not measured: an isolated molecule of C2H6N2S, with ωB97M-V/def2-TZVPD.

Output
energy above the lowest of the compared OMol25 structures with the same formula, charge and spin: 105.48 kJ/mol
M: 90.15 g mol⁻¹
total charge: 0
structure (SMILES): [H]/N=C/NSC

Positions of all 11 atoms, in Å:
1 H -2.52 0.91 -0.58
2 N -1.63 0.46 -0.83
3 C -1.44 -0.50 -0.07
4 N -0.32 -1.27 -0.03
5 S 1.24 -0.86 -0.72
6 C 1.66 0.72 0.07
7 H -2.21 -0.86 0.69
8 H -0.22 -1.76 0.79
9 H 2.09 0.49 1.07
10 H 0.86 1.42 0.21
11 H 2.49 1.25 -0.60

=====

(8)
Computed, not measured: a cluster of 7 separate species, C59H77BBrF3N9O18 in total, with ωB97M-V/def2-TZVPD.

Output
M: 1348.02 g mol⁻¹
total charge: +1

Positions of all 168 atoms, in Å:
1 C 5.95 5.07 -0.96
2 C 5.27 5.65 -2.24
3 B 4.75 4.48 -3.14
4 O 5.38 4.16 -4.31
5 C 3.47 3.63 -2.69
6 C 3.86 2.19 -2.23
7 O 3.99 2.21 -0.82
8 O 5.19 1.97 -2.62
9 C 2.94 0.99 -2.69
10 O 3.45 0.47 -3.91
11 C 3.04 -0.18 -1.68
12 C 4.45 -0.64 -1.30
13 C 4.51 -2.16 -1.02
14 C 5.03 -2.57 0.37
15 O 4.18 -3.51 1.01
16 C 1.38 1.34 -2.99
17 C 0.98 0.74 -4.36
18 C -0.50 0.68 -4.81
19 C -0.91 -0.69 -5.38
20 C -2.42 -0.85 -5.44
21 N -3.10 -1.11 -4.17
22 C 0.40 0.70 -1.99
23 C 0.07 -0.79 -2.14
24 C -0.16 -1.47 -0.82
25 F -0.88 -2.58 -1.00
26 F 0.94 -1.83 -0.17
27 F -0.89 -0.70 0.01
28 N 1.13 2.91 -2.95
29 O -0.06 3.10 -3.69
30 C 0.79 3.33 -1.52
31 C 0.67 4.82 -1.12
32 C 1.77 5.36 -0.22
33 Br -1.03 4.88 -0.09
34 C 2.26 3.72 -3.62
35 C 1.90 5.21 -3.77
36 C 2.65 3.28 -5.05
37 N 1.57 3.37 -6.05
38 H 5.39 5.34 -0.07
39 H 6.95 5.48 -0.85
40 H 6.02 3.98 -0.98
41 H 5.95 6.30 -2.78
42 H 4.42 6.25 -1.92
43 H 6.30 4.45 -4.30
44 H 3.16 4.13 -1.77
45 H 3.17 1.98 -0.39
46 H 5.24 1.87 -3.58
47 H 4.34 0.14 -3.73
48 H 2.60 -1.02 -2.20
49 H 2.49 0.01 -0.75
50 H 4.79 -0.13 -0.40
51 H 5.19 -0.43 -2.07
52 H 5.17 -2.60 -1.77
53 H 3.54 -2.64 -1.16
54 H 5.96 -3.12 0.23
55 H 5.21 -1.71 1.01
56 H 3.37 -3.07 1.27
57 H 1.33 -0.29 -4.36
58 H 1.54 1.18 -5.17
59 H -0.63 1.39 -5.62
60 H -1.21 1.00 -4.05
61 H -0.51 -0.75 -6.39
62 H -0.47 -1.50 -4.80
63 H -2.66 -1.68 -6.10
64 H -2.86 0.05 -5.87
65 H -2.72 -1.91 -3.68
66 H -3.10 -0.31 -3.55
67 H 0.68 0.88 -0.96
68 H -0.55 1.20 -2.11
69 H 0.79 -1.40 -2.68
70 H -0.88 -0.92 -2.66
71 H -0.46 3.92 -3.36
72 H 1.47 2.85 -0.84
73 H -0.20 2.93 -1.37
74 H 0.43 5.52 -1.90
75 H 1.38 6.16 0.40
76 H 2.20 4.58 0.41
77 H 2.56 5.81 -0.82
78 H 2.11 5.78 -2.87
79 H 0.87 5.40 -4.06
80 H 2.52 5.64 -4.55
81 H 3.08 2.29 -5.08
82 H 3.46 3.94 -5.34
83 H 1.63 4.25 -6.55
84 H 1.72 2.66 -6.76
85 C -2.22 -0.67 2.80
86 C -2.22 -1.44 3.95
87 C -2.97 -1.04 5.05
88 C -3.72 0.11 4.95
89 C -3.74 0.89 3.81
90 C -2.98 0.49 2.73
91 N -4.55 0.52 6.11
92 O -4.49 -0.18 7.10
93 O -5.24 1.51 5.99
94 H -1.64 -0.99 1.94
95 H -1.64 -2.35 4.01
96 H -2.99 -1.63 5.95
97 H -4.34 1.79 3.77
98 H -2.98 1.09 1.82
99 C -3.90 -3.39 -0.59
100 C -3.84 -4.72 -0.97
101 C -4.94 -5.55 -0.80
102 C -6.09 -5.01 -0.25
103 C -6.17 -3.68 0.14
104 C -5.06 -2.87 -0.03
105 N -7.27 -5.87 -0.08
106 O -7.16 -7.04 -0.41
107 O -8.27 -5.37 0.38
108 H -3.04 -2.76 -0.72
109 H -2.93 -5.13 -1.39
110 H -4.91 -6.59 -1.08
111 H -7.08 -3.30 0.57
112 H -5.11 -1.83 0.27
113 C -6.03 7.68 0.00
114 C -4.93 6.84 0.02
115 C -4.41 6.36 -1.17
116 C -5.00 6.75 -2.36
117 C -6.10 7.58 -2.40
118 C -6.62 8.04 -1.20
119 N -4.41 6.25 -3.62
120 O -3.44 5.52 -3.54
121 O -4.91 6.61 -4.66
122 H -6.44 8.06 0.93
123 H -4.48 6.56 0.96
124 H -3.56 5.71 -1.22
125 H -6.54 7.85 -3.35
126 H -7.48 8.70 -1.21
127 C -7.57 -3.40 9.89
128 C -7.87 -4.59 9.24
129 C -7.18 -4.96 8.10
130 C -6.18 -4.12 7.65
131 C -5.85 -2.94 8.28
132 C -6.56 -2.57 9.41
133 N -5.42 -4.50 6.44
134 O -5.71 -5.54 5.88
135 O -4.54 -3.74 6.06
136 H -8.12 -3.12 10.78
137 H -8.66 -5.23 9.62
138 H -7.41 -5.88 7.58
139 H -5.07 -2.31 7.89
140 H -6.32 -1.64 9.91
141 C -2.98 -7.06 5.17
142 C -2.27 -6.37 6.14
143 C -0.93 -6.65 6.36
144 C -0.32 -7.63 5.59
145 C -1.01 -8.34 4.63
146 C -2.35 -8.05 4.43
147 N 1.11 -7.91 5.80
148 O 1.69 -7.28 6.67
149 O 1.62 -8.76 5.10
150 H -4.03 -6.84 5.00
151 H -2.75 -5.60 6.73
152 H -0.36 -6.12 7.11
153 H -0.51 -9.10 4.05
154 H -2.91 -8.60 3.67
155 C 9.21 -0.71 1.23
156 C 10.12 -1.65 0.75
157 C 10.26 -1.85 -0.61
158 C 9.48 -1.11 -1.47
159 C 8.57 -0.17 -1.02
160 C 8.44 0.03 0.34
161 N 9.61 -1.31 -2.93
162 O 10.40 -2.15 -3.31
163 O 8.91 -0.62 -3.66
164 H 9.11 -0.55 2.30
165 H 10.72 -2.22 1.44
166 H 10.96 -2.58 -1.00
167 H 7.98 0.40 -1.72
168 H 7.73 0.76 0.71

=====

(9)
Computed, not measured: an isolated molecule of C5H8O, with ωB97M-V/def2-TZVPD.

Output
energy above the lowest of the compared OMol25 structures with the same formula, charge and spin: 208.52 kJ/mol
M: 84.12 g mol⁻¹
total charge: 0
structure (SMILES): CCC=C=CO

Positions of all 14 atoms, in Å:
1 C -1.95 1.30 -0.24
2 C -1.22 -0.02 0.01
3 C 0.16 0.21 0.58
4 C 1.26 -0.21 0.01
5 C 2.22 -0.86 -0.58
6 O 2.37 -2.21 -0.33
7 H -2.00 1.90 0.68
8 H -2.97 1.15 -0.59
9 H -1.41 1.89 -0.99
10 H -1.14 -0.61 -0.90
11 H -1.76 -0.62 0.75
12 H 0.22 0.75 1.53
13 H 2.90 -0.42 -1.32
14 H 3.26 -2.35 0.01

=====

(10)
Computed, not measured: a cluster of 2 separate species, C4H7NO in total, with ωB97M-V/def2-TZVPD.

Output
energy above the lowest of the compared OMol25 structures with the same formula, charge and spin: 541.18 kJ/mol
M: 85.11 g mol⁻¹
total charge: 0
structure (SMILES): N=C=C1CO1.C

Positions of all 13 atoms, in Å:
1 N 0.22 -2.11 -0.12
2 C -0.50 -1.10 -0.10
3 C -1.26 -0.05 -0.30
4 C -2.65 0.25 -0.28
5 O -1.62 1.14 0.14
6 H 0.04 -2.48 0.78
7 H -3.28 0.58 -1.11
8 H -3.26 -0.17 0.60
9 C 1.45 0.36 1.05
10 H 2.19 0.72 1.65
11 H 2.07 -0.20 0.41
12 H 0.84 1.15 0.63
13 H 0.82 -0.08 1.64

=====

no.,LUMO level (eV),orbital gap (eV),HOMO level (eV)
1,-0.12,9.0,-9.10
2,-4.78,5.9,-10.72
3,0.77,11.3,-10.53
4,0.76,10.5,-9.74
5,1.10,10.5,-9.44
6,-5.31,3.9,-9.19
7,0.83,9.7,-8.87
8,-2.49,8.5,-10.97
9,0.87,10.0,-9.13
10,0.85,9.5,-8.66